{
  "formula": "C4H13N2OS",
  "method": "wB97M-V/def2-TZVPD",
  "relative_energy_kj_mol": 482.09,
  "e_lumo_ev": 2.65,
  "charge": -1,
  "homo_lumo_gap_ev": 5.5,
  "mol_weight_g_mol": 137.23,
  "symbols": ["N", "C", "C", "S", "C", "N", "C", "H", "H", "H", "H", "H", "H", "H", "H", "H", "H", "H", "H", "H", "O"],
  "xyz": [[-0.176538, -0.514111, -0.960091], [-0.135409, 0.391935, 0.185589], [-1.692326, 0.555640, 0.505297], [-2.490601, 1.369971, -0.896362], [0.817909, -0.150158, 1.224120], [3.690722, 0.450651, 0.530718], [3.609366, 0.263913, -0.829930], [-0.966668, -0.325080, -1.603178], [0.708846, -0.440180, -1.514246], [0.269039, 1.403555, -0.159223], [-1.897327, 1.119182, 1.404305], [-2.156859, -0.511784, 0.752400], [1.341290, -1.074138, 0.803614], [1.731689, 0.470097, 1.349520], [0.471558, -0.533292, 2.243032], [4.424580, 0.611778, -1.442052], [2.732817, 0.182608, -1.617767], [3.125996, -0.634944, 0.195920], [-5.248622, -1.106257, -0.057544], [-3.895550, -0.317453, -0.177258], [-4.263902, -1.211942, 0.063136]],
  "forces_ev_per_angstrom": [[1.485, -0.824, -1.324], [-1.691, 0.956, -0.882], [0.581, -1.793, 0.586], [-0.708, 0.034, -0.050], [1.755, -1.749, 1.128], [-1.447, -4.829, -5.923], [0.266, 3.256, 1.285], [0.551, 0.375, 0.713], [-1.181, -0.094, 0.566], [-0.729, -0.865, 0.609], [0.364, 0.357, 0.374], [1.277, 1.925, -0.693], [-0.945, 0.637, 0.280], [-1.285, 0.070, 0.436], [-0.121, 0.870, -1.318], [0.974, 0.311, -0.310], [0.653, -1.023, 2.272], [0.367, 2.390, 2.452], [1.715, -0.084, 0.153], [-0.153, -0.439, -0.192], [-1.727, 0.518, -0.164]],
  "lowdin_charge": [-0.0546, -0.5556, -0.7002, 0.2291, -0.1287, -0.0015, -0.2004, -0.0030, 0.0384, 0.1140, 0.0206, 0.0809, 0.0538, 0.0168, 0.0866, 0.0217, 0.0935, 0.1230, 0.0368, -0.0907, -0.1806]
}